Molecular formula: C22H45N4
Method: DFT, ωB97M-V with the def2-TZVPD basis set

For the total energy, the calculation gives -29497.8651 eV. The value obtained for the LUMO energy is -4.40 eV. Its total charge is +1. Its HOMO-LUMO gap is 0.275 Eh. The energy above the lowest of the compared OMol25 structures with the same formula, charge and spin comes out at 0.0 kJ/mol. The value obtained for the largest force on an atom is 1.4 eV Å⁻¹. The HOMO energy is -11.875 eV.

Each line ends with the Mulliken charge.
Positions of all 71 atoms, in Å:
1 N -5.15416 -1.52108 1.84934  -0.57
2 C -4.06314 -1.06075 2.29620  0.12
3 N -3.93144 -0.84664 3.72846  -0.64
4 N -3.03904 -0.75153 1.33458  -0.14
5 C -1.75349 -1.40810 1.55505  -0.64
6 C -0.92026 -0.91336 2.78074  -0.33
7 C 0.61368 -0.87575 2.51798  -1.02
8 C 1.13006 0.58198 2.44168  -1.01
9 N 0.57997 1.17034 1.18893  0.45
10 C -0.41617 2.05150 1.24869  -0.32
11 C -0.93751 2.54859 0.08071  -0.69
12 C -0.43260 2.14896 -1.13698  -0.17
13 C 0.62961 1.25105 -1.15729  -0.90
14 C 1.10885 0.77220 0.02618  -0.11
15 H -5.78164 -1.65144 2.64595  0.31
16 H -3.43969 -1.66133 4.09730  0.30
17 H -3.30519 -0.06792 3.91883  0.28
18 H -2.94208 0.24496 1.17813  0.30
19 H -1.14829 -1.25003 0.64663  0.33
20 H -1.90782 -2.49206 1.61774  0.39
21 H -1.06629 -1.63753 3.59337  0.51
22 H -1.29835 0.04532 3.16017  0.23
23 H 0.79008 -1.40931 1.57452  0.42
24 H 1.15983 -1.41263 3.30016  0.47
25 H 2.22034 0.64532 2.47300  0.43
26 H 0.72513 1.11563 3.30564  0.46
27 H -0.83761 2.37197 2.19467  0.36
28 H -1.74464 3.27289 0.14581  0.51
29 H -0.82512 2.50504 -2.08523  0.52
30 H 1.09836 0.86970 -2.05876  0.57
31 H 1.92031 0.05370 0.07236  0.53
32 C 4.90801 6.48136 -2.39099  -1.25
33 C 4.26584 5.12619 -2.11345  -0.42
34 C 2.73925 5.18670 -2.05268  -0.28
35 C 2.17192 6.06659 -0.93566  -0.72
36 C 2.61776 5.68043 0.47455  -0.68
37 C 2.16928 4.28072 0.87621  -0.69
38 H 4.68292 7.20468 -1.60600  0.29
39 H 5.99299 6.38439 -2.44470  0.39
40 H 4.55956 6.88813 -3.34207  0.31
41 H 4.66943 4.71099 -1.18514  0.22
42 H 4.55377 4.43174 -2.90731  0.40
43 H 2.34930 4.16666 -1.95013  -0.02
44 H 2.36019 5.55594 -3.01048  0.41
45 H 1.07780 6.02548 -0.98562  0.34
46 H 2.43941 7.10967 -1.11664  0.35
47 H 2.19985 6.40144 1.18110  0.37
48 H 3.70342 5.75836 0.56710  0.33
49 H 1.08129 4.20275 0.83944  0.12
50 H 2.49187 4.05583 1.89605  0.41
51 H 2.59309 3.51578 0.22009  0.18
52 C -3.37711 -4.14140 -0.75691  -1.10
53 C -2.06233 -4.10130 -1.53051  -0.04
54 C -1.89512 -5.27106 -2.49995  -0.92
55 C -1.85723 -6.65165 -1.84120  -0.72
56 C -0.75885 -6.83335 -0.79331  -0.29
57 C 0.64824 -6.69108 -1.36546  -1.19
58 H -3.45468 -5.03648 -0.13762  0.27
59 H -3.45650 -3.27541 -0.09584  0.25
60 H -4.22943 -4.12066 -1.43770  0.36
61 H -1.22232 -4.06628 -0.82761  0.04
62 H -2.02071 -3.16859 -2.10258  0.41
63 H -0.98228 -5.11876 -3.08334  0.32
64 H -2.71688 -5.25325 -3.22224  0.38
65 H -1.72682 -7.40377 -2.62512  0.41
66 H -2.82459 -6.86603 -1.37962  0.31
67 H -0.86083 -7.82876 -0.35407  0.36
68 H -0.89518 -6.12243 0.02756  0.19
69 H 0.82228 -7.42760 -2.15203  0.30
70 H 1.39544 -6.84843 -0.58561  0.38
71 H 0.81626 -5.69726 -1.78509  0.27

Molecular formula: C22H45N4O3ReS2Si
Method: DFT, ωB97M-V with the def2-TZVPD basis set

For the total energy, the calculation gives -67303.3933 eV. The value obtained for the LUMO energy (alpha / beta) is -11.60 / -11.37 eV. Its total charge is +3. Its HOMO-LUMO gap (alpha / beta) is 0.226 / 0.231 Eh. The value obtained for the largest force on an atom is 2.3 eV Å⁻¹. The HOMO energy (alpha / beta) is -17.764 / -17.642 eV. The multiplicity is 2.

Each line ends with the Mulliken charge.
Positions of all 78 atoms, in Å:
1 Re -1.31305 -0.22569 -0.35234  0.91
2 C -1.04795 1.81391 3.27906  -1.34
3 C -1.08785 0.33041 2.93366  1.42
4 C -2.50735 -0.10759 2.56256  -1.70
5 C -0.51165 -0.53639 4.04366  -1.44
6 O -0.30065 0.12641 1.70606  1.16
7 Si 1.34705 0.11951 1.52006  -0.90
8 S 0.91945 -0.21209 -0.76284  -0.57
9 O 2.14515 -1.14759 1.99736  0.67
10 C 2.31655 -2.58639 1.82236  1.63
11 C 1.04905 -3.18259 1.22526  -0.96
12 C 3.50775 -2.76129 0.89316  -1.60
13 C 2.58645 -3.15129 3.21206  -1.68
14 O 1.87385 1.57871 1.74596  -0.18
15 C 3.12265 2.25461 2.07986  1.38
16 C 2.77585 3.73661 2.06256  -1.63
17 C 4.15895 1.89921 1.02336  -1.44
18 C 3.55865 1.77161 3.45346  -1.44
19 H -1.75795 2.03041 4.07256  0.49
20 H -1.30915 2.41211 2.40596  0.25
21 H -0.05755 2.10531 3.61596  0.26
22 H -3.09365 -0.27659 3.46276  0.56
23 H -2.48115 -1.05979 2.01266  0.29
24 H -3.00685 0.67291 1.98296  0.28
25 H -1.04235 -0.34629 4.97266  0.58
26 H 0.54095 -0.31249 4.20526  0.33
27 H -0.61345 -1.59259 3.80066  0.33
28 H 0.82415 -2.72309 0.25846  -0.18
29 H 0.19985 -3.04679 1.89086  0.16
30 H 1.19565 -4.24799 1.07636  0.62
31 H 3.31835 -2.27119 -0.06064  0.31
32 H 3.69315 -3.81659 0.72196  0.50
33 H 4.40035 -2.32519 1.33226  0.36
34 H 1.73905 -2.97699 3.86876  0.35
35 H 3.46355 -2.68209 3.64676  0.37
36 H 2.76245 -4.22059 3.14726  0.46
37 H 2.43305 4.03651 1.07586  0.34
38 H 3.65085 4.32511 2.32136  0.46
39 H 1.98665 3.94781 2.77996  0.35
40 H 3.82315 2.21581 0.03936  0.31
41 H 4.32875 0.82501 1.01846  0.25
42 H 5.09715 2.39751 1.24606  0.51
43 H 2.80035 1.99311 4.20126  0.33
44 H 4.47965 2.27151 3.74036  0.55
45 H 3.73665 0.69811 3.44246  0.22
46 C 0.28095 -3.18399 -2.97094  -1.15
47 N -0.30415 -2.12799 -3.76534  0.16
48 C 0.56515 -1.62599 -4.81354  -1.20
49 C -1.49365 -1.61889 -3.50394  0.71
50 S -2.15515 -1.79999 -1.83404  -0.33
51 N -2.29445 -1.05389 -4.38774  0.07
52 C -3.44655 -0.28179 -3.96734  -1.08
53 C -2.25205 -1.37899 -5.80304  -1.22
54 H 0.76135 -3.88479 -3.65154  0.42
55 H -0.47595 -3.72609 -2.41134  0.43
56 H 1.03925 -2.79539 -2.29064  0.38
57 H 1.56255 -1.49989 -4.39014  0.40
58 H 0.22165 -0.66499 -5.18034  0.40
59 H 0.64615 -2.32919 -5.64384  0.39
60 H -3.18835 0.34871 -3.11464  0.37
61 H -4.27555 -0.94029 -3.69314  0.37
62 H -3.76995 0.35131 -4.79144  0.48
63 H -1.65185 -2.26499 -5.98264  0.41
64 H -1.87015 -0.55369 -6.40554  0.40
65 H -3.26995 -1.59119 -6.13324  0.45
66 N -4.29825 0.98631 -0.46834  -0.17
67 C -3.42405 1.92031 -0.88664  0.76
68 C -3.88475 3.20401 -1.25464  -1.04
69 C -3.00555 4.14781 -1.71194  -0.46
70 C -1.64465 3.81901 -1.79854  -0.78
71 C -1.24465 2.56961 -1.41464  -0.32
72 N -2.09955 1.61621 -0.95724  -0.08
73 H -5.27325 1.22971 -0.37924  0.25
74 H -4.04355 0.02451 -0.28144  0.04
75 H -4.93995 3.41631 -1.18284  0.49
76 H -3.35045 5.12411 -2.01374  0.47
77 H -0.92305 4.52891 -2.16474  0.52
78 H -0.20185 2.28201 -1.47524  0.52

Molecular formula: C22H45N5O7S
Method: DFT, ωB97M-V with the def2-TZVPD basis set

For the total energy, the calculation gives -56158.3569 eV. The value obtained for the LUMO energy is -0.51 eV. Its HOMO-LUMO gap is 0.303 Eh. The energy above the lowest of the compared OMol25 structures with the same formula, charge and spin comes out at 0.0 kJ/mol. The value obtained for the largest force on an atom is 0.6 eV Å⁻¹. The HOMO energy is -8.742 eV.

Each line ends with the Mulliken charge.
Positions of all 80 atoms, in Å:
1 C 0.42162 0.64424 0.53085  -0.21
2 O -0.51783 0.39244 -0.48484  -0.16
3 C -1.79777 0.10795 0.01629  -1.67
4 C -1.90396 -1.18857 0.79407  1.24
5 C -2.17349 -1.10292 2.20032  -0.89
6 C -2.35887 -2.18920 2.99140  -1.05
7 C -2.27770 -3.45461 2.36870  0.76
8 N -2.44470 -4.65088 2.95169  -0.73
9 S -2.23297 -5.75293 1.81838  0.11
10 N -1.92844 -4.82287 0.55261  -0.56
11 C -1.98285 -3.54978 0.97394  0.47
12 C -1.77448 -2.38729 0.17321  0.56
13 C -1.37049 -2.51390 -1.26063  -1.79
14 C 0.13523 -2.86150 -1.48769  1.08
15 N 0.67704 -2.18096 -2.66617  -0.77
16 N 0.21058 -4.28433 -1.75871  -0.76
17 N 0.95431 -2.40620 -0.35111  -0.40
18 H 0.63389 -0.24719 1.12715  0.12
19 H 0.08483 1.44796 1.19443  0.42
20 H 1.34891 0.95520 0.05365  -0.30
21 H -2.14625 0.91117 0.67499  0.47
22 H -2.48555 0.05656 -0.82687  0.47
23 H -2.24128 -0.11950 2.64702  0.51
24 H -2.57009 -2.09162 4.04492  0.43
25 H -1.58628 -1.58358 -1.78052  0.42
26 H -1.94658 -3.29685 -1.75523  0.69
27 H 0.55965 -1.17864 -2.53580  0.14
28 H 0.11680 -2.43802 -3.47122  0.32
29 H -0.41834 -4.81049 -1.16648  0.28
30 H 1.15619 -4.62774 -1.65616  0.28
31 H 1.81681 -2.03488 -0.73531  0.22
32 H 1.22494 -3.20989 0.20228  0.22
33 C 1.98613 2.06767 -2.68168  -0.37
34 O 2.96412 2.52950 -1.76775  -0.37
35 C 4.18932 1.82224 -1.83267  -0.02
36 C 5.27222 2.60104 -2.54390  -0.82
37 O 4.97303 2.79568 -3.91501  -0.37
38 C 4.44170 4.07441 -4.20735  -0.66
39 H 1.17424 2.79270 -2.68737  0.28
40 H 2.37851 1.96277 -3.69578  0.41
41 H 1.58891 1.10446 -2.34151  -0.13
42 H 4.04806 0.84995 -2.31612  0.31
43 H 4.50445 1.63626 -0.80033  0.16
44 H 6.20775 2.03633 -2.48766  0.39
45 H 5.42701 3.56311 -2.04477  0.36
46 H 5.22285 4.84104 -4.15946  0.32
47 H 3.63456 4.34210 -3.52140  0.27
48 H 4.04805 4.03827 -5.22166  0.24
49 C -5.15327 1.21306 0.66476  -0.82
50 O -5.47474 0.31640 -0.38186  -0.27
51 C -6.71297 -0.35141 -0.20256  -0.56
52 C -7.82245 0.28121 -1.01220  -0.56
53 O -8.11148 1.60019 -0.58159  -0.37
54 C -7.53111 2.60532 -1.39176  -0.67
55 H -4.31236 1.81597 0.32537  0.21
56 H -5.98715 1.87368 0.91217  0.49
57 H -4.85222 0.66170 1.56365  0.29
58 H -6.98735 -0.36796 0.85693  0.37
59 H -6.57937 -1.38584 -0.53332  0.38
60 H -8.73244 -0.31333 -0.88685  0.38
61 H -7.55853 0.27486 -2.07457  0.33
62 H -8.05945 2.68837 -2.34770  0.33
63 H -6.47367 2.40860 -1.58349  0.26
64 H -7.62542 3.54864 -0.85659  0.24
65 C 6.10568 0.22756 4.34194  -0.70
66 O 5.73149 -0.58443 3.24459  -0.39
67 C 4.42592 -1.12541 3.35407  -0.80
68 C 3.41723 -0.34913 2.53749  0.10
69 O 3.24516 0.97467 3.01473  -0.41
70 C 3.96606 1.94343 2.27467  -0.51
71 H 7.01750 0.75215 4.06163  0.24
72 H 5.33226 0.96021 4.58379  0.30
73 H 6.30979 -0.38446 5.22729  0.32
74 H 4.11106 -1.15720 4.40202  0.37
75 H 4.46372 -2.15358 2.98120  0.38
76 H 2.44699 -0.85176 2.60364  0.27
77 H 3.71966 -0.33900 1.48478  0.15
78 H 3.49340 2.10362 1.29849  0.02
79 H 5.00853 1.64982 2.12800  0.35
80 H 3.93573 2.87531 2.83656  0.33